(1)
Below is a single C4H11NO molecule at a distorted geometry, with properties calculated with ωB97M-V with the def2-TZVPD basis set.

Bonds (Å) are listed after each position.
Element x y z (Å)
1 C 1.84 -0.99 -0.05  H5 1.137, H6 1.152, H7 1.206, N16 1.536
2 C 1.04 1.22 0.06  H8 1.126, H9 1.057, H10 1.174, N16 1.410
3 C -0.55 -0.42 0.32  C4 1.487, H11 1.081, H12 1.156, N16 1.420
4 C -1.74 0.29 -0.23  C3 1.487, H13 1.090, H14 1.027, O17 1.413
5 H 2.22 -0.73 0.99  C1 1.137
6 H 1.31 -2.01 0.08  C1 1.152
7 H 2.58 -0.94 -1.00  C1 1.206
8 H 1.08 1.47 1.15  C2 1.126
9 H 1.97 1.51 -0.34  C2 1.057
10 H 0.24 1.98 -0.33  C2 1.174
11 H -0.82 -1.41 -0.01  C3 1.081
12 H -0.34 -0.24 1.45  C3 1.156
13 H -1.65 0.29 -1.31  C4 1.090
14 H -1.74 1.28 0.08  C4 1.027
15 H -3.08 -0.98 -0.62  O17 1.047
16 N 0.65 -0.07 -0.36  C1 1.536, C2 1.410, C3 1.420
17 O -2.99 -0.25 0.12  C4 1.413, H15 1.047

The SMILES is CN(C)CCO. The LUMO energy is 0.90 eV. For the energy, the calculation gives -288.915200 Eh.

***

(2)
Below is a single C4H11NO molecule, with properties calculated with ωB97M-V with the def2-TZVPD basis set.

Bonds (Å) are listed after each position.
Element x y z (Å)
1 C -0.19 1.75 0.09  C2 1.531, H7 1.091, H8 1.093, H9 1.094
2 C 0.41 0.50 -0.57  C1 1.531, C3 1.509, N6 1.472, H10 1.097
3 C 0.25 -0.75 0.25  C2 1.509, C4 1.529, O5 1.442, H11 1.089
4 C 0.99 -0.75 1.59  C3 1.529, H12 1.080, H13 1.087, H14 1.081
5 O -1.17 -0.93 0.44  C3 1.442, H15 0.962
6 N -0.14 0.25 -1.91  C2 1.472, H16 1.018, H17 1.017
7 H -1.24 1.63 0.34  C1 1.091
8 H 0.34 2.02 1.01  C1 1.093
9 H -0.09 2.60 -0.60  C1 1.094
10 H 1.48 0.71 -0.68  C2 1.097
11 H 0.59 -1.60 -0.35  C3 1.089
12 H 1.97 -1.19 1.45  C4 1.080
13 H 1.15 0.27 1.93  C4 1.087
14 H 0.42 -1.25 2.35  C4 1.081
15 H -1.27 -1.81 0.81  O5 0.962
16 H -0.48 1.13 -2.29  N6 1.018
17 H -1.00 -0.27 -1.77  N6 1.017

The SMILES is C[C@H](N)[C@@H](C)O. The LUMO energy is 0.88 eV. For the energy, the calculation gives -288.991567 Eh.

***

(3)
Below is 2 unconnected molecules or ions with the total composition C4H11NO at a distorted geometry, with properties calculated with ωB97M-V with the def2-TZVPD basis set.

Bonds (Å) are listed after each position.
Element x y z (Å)
1 C -1.83 1.32 -0.78  N2 1.439, H4 1.099, H5 1.087, H6 1.090
2 N -0.53 0.90 -1.25  C1 1.439, C3 1.427, H7 1.000
3 C -0.41 -0.22 -2.13  N2 1.427, H8 1.104, H9 1.097, H10 1.095
4 H -2.53 1.60 -1.58  C1 1.099
5 H -1.70 2.18 -0.13  C1 1.087
6 H -2.31 0.49 -0.26  C1 1.090
7 H 0.32 1.34 -0.95  N2 1.000
8 H 0.20 -1.04 -1.71  C3 1.104
9 H -1.36 -0.76 -2.23  C3 1.097
10 H -0.07 -0.02 -3.15  C3 1.095
11 C 2.14 -1.36 2.32  C12 1.319, H14 1.079, H15 1.078
12 C 1.06 -0.60 2.29  C11 1.319, O13 1.374, H16 1.086
13 O 0.76 0.34 1.33  C12 1.374, H17 0.975
14 H 2.18 -2.10 3.10  C11 1.079
15 H 2.91 -1.35 1.57  C11 1.078
16 H 0.33 -0.63 3.09  C12 1.086
17 H 0.84 -0.08 0.45  O13 0.975

The SMILES is C=CO.CNC. The LUMO energy is 0.94 eV. For the energy, the calculation gives -288.928740 Eh.

***

Energy above the lowest of the compared OMol25 structures with the same formula, charge and spin readings, ordered: 63.9; 16.0; 55.4 kcal/mol